# C5H8FO4Sm

C5H8FO4Sm as an isolated structure (wB97M-V/def2-TZVPD, the Open Molecules 2025 dataset).

Calculated values
⟨S²⟩	12.007
Kohn-Sham gap (alpha / beta)	7.87 / 8.06	eV
energy above the lowest of the compared OMol25 structures with the same formula, charge and spin	4.4	kcal/mol
lowest unoccupied orbital energy (alpha / beta)	-5.369 / -5.258	eV
HOMO (alpha / beta)	-13.24 / -13.32	eV

The geometry in ORCA input format:
```
! RIJCOSX wB97M-V def2-TZVPD def2/J DEFGRID3
* xyz 1 7
C -0.279 -1.168 1.282
O -0.567 0.212 1.371
Sm -1.440 2.055 2.961
C 1.177 -1.497 1.554
H -0.924 -1.700 2.000
H -0.580 -1.522 0.282
H 1.335 -2.582 1.468
H 1.840 -0.996 0.836
H 1.461 -1.188 2.570
C -0.555 1.289 0.023
O -1.424 0.737 -0.931
C -0.763 0.510 -2.121
C 0.707 0.524 -1.731
O 0.705 1.274 -0.528
O -0.927 2.386 0.557
F -1.045 1.549 -2.996
H -1.127 -0.414 -2.581
H 1.072 -0.495 -1.539
H 1.332 1.025 -2.477
*
```

Mulliken population analysis, charges in e, atoms 1 to 8: number 1, C, carries -0.2420; number 2, O, carries -0.6489; number 3, Sm, carries 1.6102; number 4, C, carries -1.0237; number 5, H, carries 0.3377; number 6, H, carries 0.1998; number 7, H, carries 0.3640; number 8, H, carries 0.2437